Entry 1:
Here is a structure of composition C18H20AlCl2N6O2S2 from the Open Molecules 2025 dataset. Energies are from wB97M-V/def2-TZVPD.

Results
* frontier orbital gap: 7.45 eV

Structure (ORCA input):
```
! wB97M-V def2-TZVPD RIJCOSX def2/J DEFGRID3
* xyz 1 1
Cl 0.745 0.928 -4.451
Cl -2.137 0.475 -4.246
S -0.735 -2.741 0.197
S 1.948 -0.104 0.060
Al -0.336 -0.502 -0.154
O -0.604 -0.517 -1.907
O 0.351 -2.139 -3.110
N 3.118 -0.699 -2.213
N 2.396 -2.518 -0.928
N -0.890 -1.459 2.599
N -0.848 -3.720 2.649
N -0.858 -0.376 1.788
N -0.898 1.416 -0.020
C 3.619 -1.342 -3.424
C -1.150 0.788 2.258
C -1.119 1.855 1.235
C -3.047 1.954 5.276
C -2.167 1.619 6.294
C -1.501 1.069 3.659
C -0.628 0.718 4.684
C 2.527 -1.231 -1.159
C -1.039 3.646 -0.829
C 2.695 -3.656 -1.787
C -1.279 3.201 1.513
C -0.859 2.288 -1.029
C -0.828 -2.589 1.934
C -0.229 -1.082 -3.009
C -2.712 1.690 3.958
C -0.551 -0.291 -4.283
C -1.241 4.106 0.461
C -0.958 1.005 5.997
H 3.133 0.308 -2.196
H -1.367 5.163 0.653
H -1.011 4.319 -1.672
H 2.892 -2.054 -3.805
H -0.681 1.873 -2.009
H -3.402 1.947 3.164
H 3.751 -0.562 -4.168
H 0.303 0.221 4.449
H 2.681 -4.542 -1.158
H 1.813 -2.721 -0.130
H -0.274 0.742 6.792
H -0.494 -0.942 -5.149
H 4.582 -1.823 -3.251
H 3.688 -3.567 -2.220
H 1.943 -3.753 -2.569
H -0.905 -4.611 2.192
H -3.994 2.421 5.507
H -2.425 1.832 7.322
H -1.426 3.528 2.531
H -0.981 -3.660 3.646
*
```


Entry 2:
Here is a structure of composition C18H20AlF18O6 in a non-equilibrium geometry from the Open Molecules 2025 dataset. Energies are from wB97M-V/def2-TZVPD.

Results
* frontier orbital gap: 7.90 eV

Structure (ORCA input):
```
! wB97M-V def2-TZVPD RIJCOSX def2/J DEFGRID3
* xyz -1 1
Al 4.323 -1.367 -2.826
F -3.356 -0.982 -2.115
F 4.798 -4.285 -1.890
F -1.694 -1.333 -3.646
F 2.958 0.655 -4.254
F -3.762 -2.753 -4.993
F -0.595 -2.946 -1.045
F 1.452 1.800 -2.238
F -1.020 0.614 -1.703
F -5.201 -2.858 -3.165
F -0.157 -0.123 0.242
F 4.256 1.483 -2.558
F -3.210 -3.923 -1.566
F -4.255 -4.697 -4.010
F -2.098 -1.607 -0.044
F 1.051 -1.483 -2.841
F 1.819 -1.489 -0.732
F 2.701 0.852 -0.604
F -1.755 -4.054 -3.388
O -1.619 3.502 1.085
O 5.924 -1.608 -3.732
O -3.526 2.846 1.985
O -0.266 0.390 7.180
O -0.385 0.656 4.989
O 5.117 -1.964 -1.243
C 2.100 0.602 -1.874
C 5.729 -3.161 -1.739
C 6.217 -2.967 -3.298
C -0.795 4.474 0.425
C -2.760 -3.291 -2.751
C -4.012 -3.324 -3.750
C 3.336 0.423 -2.893
C -3.282 5.185 1.744
C -0.294 -0.437 -1.141
C -2.837 3.757 1.591
C -1.070 -1.481 5.980
C -1.922 0.083 3.192
C -1.256 -1.727 -1.187
C -2.235 -1.792 -2.444
C 1.170 -0.666 -1.695
C -0.518 -0.088 6.098
C -0.479 0.137 3.651
C 0.019 5.268 1.426
H -4.364 5.225 1.599
H -3.042 5.529 2.750
H -1.391 5.112 -0.233
H -1.984 -0.257 2.156
H 6.591 -3.570 -1.111
H -2.851 5.862 1.011
H -0.854 -1.962 5.029
H 0.074 0.829 3.013
H -2.148 -1.454 6.143
H 3.387 -2.566 -3.348
H 7.294 -3.240 -3.534
H -0.606 -2.101 6.750
H -2.517 -0.590 3.813
H 0.026 -0.829 3.568
H -0.620 5.836 2.104
H 0.620 4.597 2.044
H -0.119 3.912 -0.223
H 0.685 5.965 0.913
H 5.591 -3.692 -3.938
H -2.382 1.071 3.265
*
```


Computed values of energy above the lowest of the compared OMol25 structures with the same formula, charge and spin (unit: kcal/mol) for the preceding records, in sequence: 0.00, 74.48.
Computed values of DFT total energy (unit: eV) for the preceding records, in sequence: -85339.724, -86788.570.
Computed values of HOMO (unit: Ha) for the preceding records, in sequence: -0.412, -0.213.